[1]
Density functional theory data (ωB97M-V/def2-TZVPD) for an isolated molecule of C6H4Cl2O in a non-equilibrium geometry.

Positions of all 13 atoms, in Å:
O: 1.684 -1.835 -0.009
C: 0.793 -0.797 0.001
C: 1.192 0.519 -0.017
C: 0.247 1.530 0.011
C: -1.094 1.226 -0.005
C: -1.514 -0.101 -0.003
Cl: -3.201 -0.461 -0.002
C: -0.557 -1.132 0.003
Cl: -1.025 -2.790 -0.001
H: 2.585 -1.500 0.036
H: 2.250 0.780 0.003
H: 0.527 2.566 0.010
H: -1.888 1.995 -0.027

Summary:
spin multiplicity: 1
energy above the lowest of the compared OMol25 structures with the same formula, charge and spin: 0.000 eV
largest force on an atom: 1.37 eV Å⁻¹
HOMO energy: -9.073 eV
DFT total energy: -33379.2503 eV

***

[2]
Density functional theory data (ωB97M-V/def2-TZVPD) for an isolated molecule of C6H4ClN in a non-equilibrium geometry.

Positions of all 12 atoms, in Å:
N: 0.056 3.314 0.588
C: 0.168 2.130 0.493
C: 0.130 0.757 0.302
C: -0.083 -0.279 1.192
Cl: 0.178 -0.236 2.929
C: -0.265 -1.465 0.471
C: -0.202 -1.183 -0.875
C: 0.119 0.305 -1.023
H: -0.397 -2.585 0.819
H: -0.090 -2.036 -1.703
H: 1.032 0.505 -1.502
H: -0.645 0.774 -1.692

Summary:
spin multiplicity: 1
energy above the lowest of the compared OMol25 structures with the same formula, charge and spin: 0.982 eV
largest force on an atom: 6.03 eV Å⁻¹
HOMO energy: -9.049 eV
DFT total energy: -20297.1487 eV

***

[3]
Density functional theory data (ωB97M-V/def2-TZVPD) for an isolated molecule of C6H4F2S in a non-equilibrium geometry.

Positions of all 13 atoms, in Å:
F: -1.682 -2.451 -2.560
C: -1.501 -1.861 -1.349
C: -2.414 -2.062 -0.399
F: -3.563 -2.693 -0.501
S: -2.193 -1.207 1.277
C: -1.151 0.367 1.412
C: -0.153 0.586 0.575
C: 0.365 -0.301 -0.464
C: -0.181 -1.253 -1.234
H: -1.544 0.986 2.189
H: 0.417 1.502 0.692
H: 1.414 -0.111 -0.659
H: 0.483 -1.686 -1.978

Summary:
spin multiplicity: 1
energy above the lowest of the compared OMol25 structures with the same formula, charge and spin: 0.000 eV
largest force on an atom: 3.25 eV Å⁻¹
HOMO energy: -8.233 eV
DFT total energy: -22554.0943 eV